Record 1
This record from OMol25 describes a 3-piece molecular cluster, C19H46N3Si overall. The level of theory is the ωB97M-V functional and the def2-TZVPD basis.

```
69
Properties=species:S:1:pos:R:3:forces:R:3
C 3.583 -4.871 -1.779 -0.0272 -0.0051 0.0006
Si 3.254 -3.759 -3.228 0.0871 0.0012 0.0640
C 4.079 -4.316 -4.786 -0.0426 0.0196 -0.0383
C 3.478 -1.956 -2.871 -0.1283 0.0580 -0.0537
N 1.425 -3.915 -3.588 -0.2523 -0.1390 -0.0491
C 0.469 -3.726 -2.757 0.0263 -0.0292 0.1686
C -0.884 -3.791 -3.367 0.1212 0.1201 -0.1715
C -0.594 -4.546 -4.673 0.0017 0.0059 0.0609
C 0.870 -4.202 -4.950 0.0221 0.0484 0.0836
H 2.826 -5.648 -1.658 0.0043 -0.0081 -0.0339
H 3.649 -4.312 -0.845 -0.0067 -0.0069 0.0001
H 4.537 -5.379 -1.933 0.0173 0.0160 0.0414
H 5.137 -4.050 -4.713 0.0098 -0.0293 -0.0102
H 4.024 -5.396 -4.932 -0.0194 0.0010 0.0149
H 3.687 -3.825 -5.679 0.0309 0.0242 0.0136
H 4.532 -1.682 -2.943 0.0159 -0.0104 0.0345
H 2.929 -1.339 -3.588 0.0648 0.0028 -0.0165
H 3.131 -1.694 -1.870 0.0011 -0.0228 0.0137
H 0.659 -3.511 -1.709 0.1046 0.0768 -0.0569
H -1.169 -2.749 -3.568 -0.0811 -0.0340 0.0547
H -1.647 -4.210 -2.717 0.0443 -0.0896 0.0139
H -1.259 -4.255 -5.481 0.0474 0.0026 -0.0438
H -0.692 -5.620 -4.517 -0.0521 0.0093 0.0161
H 1.440 -5.008 -5.403 -0.0105 0.0034 -0.0321
H 0.993 -3.303 -5.557 0.0036 0.0018 -0.0035
C -1.818 -0.340 3.283 -0.0289 -0.0044 0.0355
C -0.731 -1.218 2.687 0.0105 0.0025 -0.0251
N -0.419 -0.863 1.309 0.0198 0.0177 0.0139
C 0.375 -1.854 0.619 -0.0284 -0.0392 -0.0905
C 1.804 -2.124 1.105 0.0199 -0.0145 -0.0345
C -0.044 0.529 1.088 0.0112 0.0219 -0.0087
C 1.144 1.077 1.885 -0.0080 0.0196 0.0006
H -2.712 -0.352 2.657 0.0090 0.0085 -0.0106
H -2.086 -0.703 4.275 -0.0072 -0.0038 -0.0078
H -1.492 0.694 3.393 0.0019 -0.0024 0.0153
H -1.072 -2.258 2.678 -0.0044 0.0025 0.0024
H 0.150 -1.191 3.345 0.0076 0.0056 -0.0083
H 0.405 -1.559 -0.439 0.0150 0.0094 0.0060
H -0.184 -2.797 0.667 -0.0075 0.0013 0.0154
H 2.487 -1.311 0.859 -0.0152 0.0170 0.0231
H 2.189 -3.037 0.640 0.0088 0.0061 0.0081
H 1.836 -2.277 2.184 0.0012 -0.0075 -0.0045
H -0.920 1.144 1.303 -0.0052 -0.0091 0.0061
H 0.144 0.646 0.016 0.0015 0.0090 0.0031
H 1.080 0.797 2.937 -0.0090 0.0221 0.0051
H 1.148 2.168 1.841 0.0095 -0.0052 -0.0274
H 2.103 0.729 1.503 0.0005 -0.0192 0.0229
C -4.224 6.555 2.908 0.0018 0.0103 0.0075
C -2.801 6.337 2.421 0.0240 -0.0080 0.0114
N -2.177 5.158 3.000 -0.0042 0.0112 -0.0540
C -0.739 5.106 2.810 -0.0028 -0.0097 0.0367
C -0.206 4.981 1.377 0.0127 -0.0235 0.0012
C -2.896 3.909 2.817 0.0051 -0.0442 0.0302
C -3.192 3.458 1.381 0.0123 -0.0490 0.0075
H -4.260 6.561 3.998 -0.0014 -0.0067 -0.0022
H -4.596 7.513 2.544 -0.0009 0.0009 0.0084
H -4.905 5.784 2.546 0.0015 0.0024 -0.0067
H -2.187 7.192 2.718 -0.0083 0.0075 -0.0132
H -2.798 6.328 1.319 -0.0024 -0.0145 -0.0023
H -0.355 4.277 3.412 0.0057 0.0048 0.0000
H -0.328 6.020 3.249 -0.0014 0.0018 -0.0019
H -0.364 3.984 0.965 -0.0214 0.0083 -0.0084
H 0.867 5.180 1.363 0.0021 -0.0119 -0.0004
H -0.682 5.700 0.708 0.0104 0.0103 0.0057
H -3.844 3.983 3.355 0.0005 0.0285 -0.0017
H -2.326 3.132 3.334 -0.0028 -0.0036 -0.0109
H -3.577 4.277 0.773 -0.0215 -0.0002 0.0157
H -3.949 2.671 1.389 0.0112 -0.0101 -0.0010
H -2.307 3.060 0.884 -0.0047 0.0407 -0.0332
```
Positions in Å, forces in eV/Å.

Results
Lowest unoccupied orbital energy: -3.676 eV
Total charge: +1
Highest occupied orbital energy: -9.450 eV
HOMO-LUMO gap: 5.7741 eV

Record 2
This record from OMol25 describes C15H24MnNO6SSb as an isolated structure. The level of theory is the ωB97M-V functional and the def2-TZVPD basis.

```
49
Properties=species:S:1:pos:R:3:forces:R:3
Mn -0.081 0.793 -0.210 -0.0276 -0.1877 0.1729
O -3.677 -3.226 -2.822 0.0184 -0.0183 -0.0067
C -2.981 -2.415 -2.300 -0.0563 0.0550 0.0104
C -2.198 -1.276 -3.013 -0.0856 0.0186 0.0143
O -2.171 -1.049 -4.189 0.0369 -0.0215 -0.0120
C -1.526 -0.576 -1.905 0.0802 0.0364 -0.0054
C -1.785 -1.139 -0.702 -0.1153 -0.0863 0.0161
O -1.190 -0.606 0.369 0.0740 0.2015 -0.0611
C -2.685 -2.294 -0.781 0.1630 -0.0541 -0.0120
O -3.070 -3.015 0.098 -0.0565 0.0110 0.0018
O -0.712 0.479 -1.925 -0.0447 -0.0755 -0.1082
C -0.623 3.525 3.696 -0.0047 -0.0027 -0.0057
C -0.337 2.077 4.058 0.0127 0.0121 0.0067
S -0.872 0.979 2.748 0.0039 -0.0005 -0.0120
O 0.151 1.343 1.626 -0.0056 -0.0003 0.0102
C -0.305 -0.599 3.387 0.0089 -0.0109 0.0090
C -1.218 -1.107 4.495 -0.0088 0.0097 -0.0091
H -0.309 4.171 4.514 0.0026 -0.0040 0.0035
H -1.687 3.689 3.526 -0.0023 0.0036 0.0010
H -0.073 3.818 2.803 -0.0021 -0.0015 0.0002
H -0.892 1.763 4.944 -0.0068 0.0000 -0.0015
H 0.726 1.884 4.214 -0.0020 0.0053 0.0032
H 0.732 -0.470 3.702 0.0000 0.0006 -0.0081
H -0.347 -1.251 2.515 0.0048 -0.0123 -0.0181
H -1.177 -0.483 5.386 -0.0011 -0.0012 0.0044
H -0.899 -2.108 4.780 0.0032 0.0019 -0.0025
H -2.250 -1.175 4.154 -0.0003 0.0010 0.0034
C 2.779 -2.093 1.251 0.0038 -0.0024 0.0261
Sb 2.115 -1.048 -0.478 -0.0117 -0.0424 -0.0271
C 1.449 -2.696 -1.640 -0.0096 -0.0127 0.0028
C 3.984 -0.665 -1.414 0.0117 0.0357 -0.0050
H 3.496 -2.859 0.959 0.0019 0.0041 -0.0116
H 1.929 -2.572 1.734 -0.0082 -0.0025 0.0055
H 3.252 -1.407 1.952 -0.0013 0.0012 -0.0059
H 2.255 -3.421 -1.737 0.0007 0.0008 -0.0007
H 1.144 -2.357 -2.628 0.0004 0.0079 0.0024
H 0.600 -3.167 -1.146 0.0009 -0.0011 -0.0046
H 4.549 -1.593 -1.483 -0.0115 -0.0085 0.0064
H 4.551 0.059 -0.833 0.0019 0.0004 -0.0055
H 3.818 -0.271 -2.415 -0.0002 0.0006 -0.0002
C 3.310 4.471 -2.264 -0.0044 0.0024 -0.0028
C 1.822 4.642 -1.934 0.0242 -0.0195 -0.0398
C 1.255 3.429 -1.363 -0.0073 0.0080 0.0145
N 0.828 2.469 -0.912 0.0294 0.1523 0.0475
H 3.683 5.396 -2.697 -0.0005 0.0012 0.0024
H 3.460 3.670 -2.985 -0.0020 0.0019 -0.0004
H 3.888 4.253 -1.367 0.0005 -0.0013 -0.0004
H 1.239 4.879 -2.826 -0.0057 -0.0055 0.0001
H 1.660 5.445 -1.213 -0.0018 -0.0003 0.0015
```
Positions in Å, forces in eV/Å.

Results
⟨S²⟩: 6.048
Spin multiplicity: 5
Lowest unoccupied orbital energy (spin up / spin down): -4.247 / -3.738 eV
Total charge: +1
Highest occupied orbital energy (spin up / spin down): -11.175 / -11.182 eV
HOMO-LUMO gap (spin up / spin down): 6.9286 / 7.4437 eV
Energy relative to the best compared isomer or geometry (same formula, charge and spin): 0.0 kJ/mol

Record 3
This record from OMol25 describes a 2-piece molecular cluster, C2H4N2S2 overall at a distorted geometry. The level of theory is the ωB97M-V functional and the def2-TZVPD basis.

```
10
Properties=species:S:1:pos:R:3:forces:R:3
S 0.647 2.416 1.443 0.0067 0.7897 -0.2232
N 0.590 0.843 1.235 0.5152 -2.6827 2.9791
N 0.699 -0.211 1.785 -0.4560 5.5414 -2.5596
S 0.783 -1.701 1.845 0.1421 -3.3927 0.3241
C -0.505 0.387 -0.895 -3.6358 2.2082 0.7137
C -0.336 -0.843 -1.213 1.2498 -2.2266 -0.2831
H 0.185 1.113 -1.191 0.5605 1.4085 -0.3113
H -1.567 0.638 -0.479 2.3959 0.1409 -0.4216
H -1.063 -1.486 -0.796 -0.4616 -1.3802 -0.3927
H 0.567 -1.157 -1.735 -0.3167 -0.4066 0.1745
```
Positions in Å, forces in eV/Å.

Results
Lowest unoccupied orbital energy: -1.311 eV
SMILES string: S=NN=S.C=C
Highest occupied orbital energy: -8.443 eV
HOMO-LUMO gap: 7.1313 eV
Energy relative to the best compared isomer or geometry (same formula, charge and spin): 489.1 kJ/mol

Record 4
This record from OMol25 describes a 2-piece molecular cluster, C9H14O overall at a distorted geometry. The level of theory is the ωB97M-V functional and the def2-TZVPD basis.

```
24
Properties=species:S:1:pos:R:3:forces:R:3
C -1.186 2.396 -0.753 0.2739 -0.4723 -0.2418
C -0.905 1.435 0.381 1.1980 -0.1202 0.0267
C 0.364 1.467 0.994 -0.3904 2.0240 -0.1432
C 0.873 0.515 1.839 -2.1877 -1.1938 0.8710
C -0.075 -0.486 2.178 0.1718 -1.2759 -0.4478
O 0.157 -1.493 3.095 0.3546 0.5106 0.0620
C -1.287 -0.671 1.507 0.4588 1.8478 0.3021
C -1.675 0.317 0.591 0.0747 -0.9413 0.0452
H -0.951 1.749 -1.613 -0.3756 0.7393 -0.3070
H -0.528 3.264 -0.789 0.2794 -0.1887 0.2029
H -2.188 2.815 -0.826 -0.2222 -0.4556 0.1085
H 0.850 2.436 0.890 0.5771 -0.3923 -0.2439
H 1.799 0.568 2.388 0.2340 0.2184 -0.1677
H 0.843 -1.206 3.701 0.2100 -0.0704 0.1259
H -1.959 -1.421 1.889 0.0189 -0.3611 -0.3456
H -2.515 0.138 -0.053 -0.6511 0.0970 0.1015
C 0.614 -1.023 -2.297 0.0757 1.9123 -0.9504
C 1.481 -2.021 -1.581 0.1140 -0.4821 0.5387
H 0.770 0.006 -1.921 -0.1177 -0.4728 0.5844
H 0.852 -0.801 -3.338 0.2804 -0.7603 -0.3163
H -0.465 -1.169 -2.296 0.0358 -0.4772 0.3467
H 2.505 -1.680 -1.404 -0.0024 0.1318 -0.5089
H 1.098 -2.096 -0.570 -0.2251 -0.3844 0.3012
H 1.530 -3.038 -2.013 -0.1845 0.5672 0.0559
```
Positions in Å, forces in eV/Å.

Results
Lowest unoccupied orbital energy: 0.862 eV
SMILES string: Cc1ccc(O)cc1.CC
Highest occupied orbital energy: -8.336 eV
HOMO-LUMO gap: 9.1984 eV
Energy relative to the best compared isomer or geometry (same formula, charge and spin): 79.0 kJ/mol